Entry 1:
The following is a quantum chemistry calculation of a structure of composition C29H37ClN6OPt, from the Open Molecules 2025 dataset.

Structure (ORCA input):
```
! wB97M-V def2-TZVPD RIJCOSX def2/J DEFGRID3
* xyz 2 1
Pt 0.1591 -0.4337 -0.3358
Cl 8.6070 2.5349 3.3965
O 1.2417 6.8526 1.0194
N 4.6832 2.7864 -5.7174
N -2.2515 -3.5667 -1.4319
N 0.6872 1.2384 0.7218
N -0.6275 -2.1334 -1.1176
N 1.0642 3.2685 1.3718
N 1.8198 2.4882 2.1704
C 3.7688 1.2691 -3.8361
C 2.6497 -0.7248 -3.1356
C 4.4993 4.4061 3.6609
C 4.0806 4.3825 0.5007
C 3.1238 5.0221 3.7669
C 2.0572 5.7231 1.3722
C 2.7169 -0.3005 -1.8013
C 4.2886 2.1053 -4.8818
C 3.0187 5.4372 0.1763
C 1.5931 1.2789 1.7536
C 5.6336 5.1917 3.4718
C 2.1000 -1.1255 -0.7674
C -3.5319 -4.2685 -1.2869
C -1.2633 -3.8786 -2.3325
C 2.2236 5.0050 -1.0661
C -1.8480 -2.5154 -0.7261
C 3.1697 0.0498 -4.1514
C 6.8968 4.6282 3.3908
C 0.3983 2.5270 0.5072
C 2.7296 6.0817 2.7247
C 3.8714 1.6895 -2.5089
C -0.2614 -2.9861 -2.1405
C -0.4955 0.6284 -1.9217
C 7.0366 3.2540 3.5131
C 4.6739 3.0364 3.8196
C 0.8879 4.7169 1.5674
C 5.9310 2.4534 3.7447
C 3.3478 0.9120 -1.4970
C 3.7545 6.7331 -0.2009
H 0.1873 1.4597 -2.0774
H 1.7714 7.6562 1.0778
H -0.3093 2.9193 -0.2037
H 1.9498 -2.1600 -1.0526
H 2.5148 -1.0215 0.2381
H 3.0950 7.4459 -0.6964
H -2.4225 -2.0727 0.0713
H 4.2216 7.2189 0.6563
H 0.6787 -2.9187 -2.6548
H 0.1183 4.9980 0.8516
H -1.3560 -4.7020 -3.0193
H -3.3605 -5.3356 -1.3941
H 2.0206 0.4084 2.2249
H 4.5350 4.0449 -0.4313
H 3.8104 2.4120 4.0144
H 6.0611 1.3880 3.8796
H 3.1270 -0.2784 -5.1806
H 3.6954 3.5157 1.0382
H 4.8831 4.7951 1.1082
H 0.4752 4.8511 2.5666
H 2.1985 -1.6787 -3.3767
H 2.3795 4.2265 3.8103
H 2.8466 5.1243 -1.9543
H -1.4900 0.9605 -1.6087
H 1.9355 3.9502 -1.0298
H 7.7711 5.2468 3.2422
H 4.3705 2.6205 -2.2875
H 4.5556 6.4947 -0.9019
H 1.3338 5.6204 -1.2065
H 3.0661 5.5202 4.7385
H -4.2267 -3.9257 -2.0495
H 3.5879 6.7235 2.5221
H -0.5521 -0.0179 -2.7922
H 5.5437 6.2688 3.3888
H 1.9899 6.7266 3.2045
H -3.9362 -4.0695 -0.2988
H 3.4488 1.2389 -0.4681
*
```

## Properties
Frontier orbital gap = 4.3247 eV
DFT total energy = -57414.9224 eV
LUMO energy = -0.3002 Ha
Energy above the lowest of the compared OMol25 structures with the same formula, charge and spin = 32.9 kcal/mol

Entry 2:
The following is a quantum chemistry calculation of a structure of composition C29H37CuN8O2S3, from the Open Molecules 2025 dataset.

Structure (ORCA input):
```
! wB97M-V def2-TZVPD RIJCOSX def2/J DEFGRID3
* xyz 1 2
Cu -1.2807 1.5794 -0.2712
S 0.6750 1.4676 1.0833
S -1.5379 -0.9678 0.2009
S -0.3123 0.8708 -2.2240
O -5.1618 1.4430 -0.5993
O -3.0787 2.0372 -1.1082
N 1.5637 -0.9652 -2.1625
N 0.9927 -1.7504 0.4191
N -2.2726 2.4461 1.2824
N 1.7377 3.5659 -0.1866
N -6.5250 -1.1558 3.0645
N -5.7859 -1.4550 0.8856
N -6.3440 0.6332 1.6017
N 3.1863 1.7756 0.4069
C -6.5827 1.7014 2.5620
C 2.4146 -1.9513 -1.4990
C -6.2299 -0.6448 1.8571
C 2.3852 -1.6985 -0.0172
C 5.4206 0.5108 -4.4552
C 0.2947 -5.9733 0.8805
C 0.9503 -3.8160 1.7300
C 4.3161 -0.3025 -4.2407
C -3.6986 2.0949 1.1972
C 2.7932 4.2247 -0.6579
C 1.2775 -6.5795 1.6543
C 0.1308 -4.5983 0.9193
C 5.5687 1.7764 0.0382
C 1.9323 -4.4266 2.4983
C -4.0182 1.8456 -0.2991
C 2.0940 -5.8063 2.4639
C 0.5377 -0.4108 -1.5466
C -4.5552 3.1591 1.9009
C 5.3553 1.8587 -4.1386
C 4.2380 2.4573 -0.0467
C 1.9863 2.3699 0.3473
C 0.0828 -1.0551 -0.2336
C 0.7692 -2.3197 1.7488
C 3.0946 1.5710 -3.3618
C 4.0804 3.7258 -0.5933
C -6.0770 3.0005 1.9420
C 4.1916 2.3857 -3.5928
C 1.9329 -0.6639 -3.5543
C 3.1468 0.2197 -3.6989
H 2.1301 -1.6325 -4.0190
H 1.0695 -0.2261 -4.0488
H -6.0655 1.4962 3.5059
H 5.6581 1.2540 0.9892
H -6.5022 3.0933 0.9410
H -5.9777 0.9546 0.6589
H 4.3584 -1.3501 -4.5183
H -7.0304 -0.5965 3.7285
H 2.5720 -3.8224 3.1315
H -6.4736 3.8331 2.5244
H 6.2076 2.5002 -4.3210
H -4.3341 4.1262 1.4392
H -7.6518 1.7885 2.7715
H 5.6446 1.0398 -0.7649
H 6.3226 0.0941 -4.8833
H -0.3450 -6.5762 0.2492
H 2.8606 -6.2738 3.0675
H 2.8023 -0.7157 0.2344
H -6.5137 -2.1487 3.2156
H -5.4626 -1.0459 0.0208
H 4.9246 4.2935 -0.9587
H 3.4240 -1.8206 -1.8887
H -0.6369 -4.1216 0.3190
H 1.4866 -1.8454 2.4229
H -2.1289 3.4449 1.1554
H 2.0701 -2.9626 -1.7351
H -3.8127 1.1320 1.7034
H -0.2334 -2.0419 2.0613
H 2.5943 5.1989 -1.0916
H 2.9297 -2.4835 0.5041
H 1.4044 -7.6535 1.6246
H -4.1861 3.2230 2.9300
H -1.8408 2.1955 2.1656
H -5.6646 -2.4401 1.0308
H 6.3905 2.4826 -0.0677
H 4.1354 3.4385 -3.3499
H 2.1865 1.9885 -2.9443
*
```

## Properties
<S²> = 0.7551
Frontier orbital gap (spin up / spin down) = 7.0368 / 6.9694 eV
DFT total energy = -123833.1196 eV
LUMO energy (spin up / spin down) = -0.1078 / -0.1113 Ha
Energy above the lowest of the compared OMol25 structures with the same formula, charge and spin = 0.0 kcal/mol

Entry 3:
The following is a quantum chemistry calculation of a cluster of 2 separate species, C29H37N4O4 in total, from the Open Molecules 2025 dataset.

Structure (ORCA input):
```
! wB97M-V def2-TZVPD RIJCOSX def2/J DEFGRID3
* xyz 1 1
O 2.9063 0.7647 3.2139
O -2.7549 -5.9931 0.4209
O 1.4166 0.6661 -4.6821
O -4.2509 -6.8368 1.7772
N 0.1457 0.1411 3.6091
N 0.6351 -1.2217 -3.6048
N -1.2746 -0.3621 -2.5370
N -3.7813 -5.8913 1.1182
C -1.2204 -0.1686 3.4611
C -0.8103 2.2084 -6.6227
C -6.2459 -3.2249 1.9696
C 0.1879 4.3711 -6.7715
C 0.1489 -2.0421 -1.3575
C -0.2248 3.2034 -7.3768
C 0.6078 0.1021 -3.9786
C -2.9424 -1.2435 -1.0313
C -1.2894 -2.7183 -3.3684
C -4.5876 -2.2921 0.4715
C -0.9935 2.3640 -5.2570
C -4.0785 -1.1802 -0.2585
C -5.7495 -2.1618 1.2527
C -2.2302 0.6581 3.7407
C 1.6933 -2.1122 -4.0511
C 2.5406 -0.5545 3.5820
C -5.6059 -4.4471 1.9295
C -2.3850 -0.2115 -1.7629
C -3.9614 -3.5470 0.4465
C 0.0039 4.5467 -5.4166
C 1.1076 -0.8799 3.1596
C 0.5984 1.5345 3.4141
C -0.6343 0.7145 -3.3587
C -0.4671 -1.6258 -2.6913
C -3.6331 0.3442 3.3926
C -1.5803 1.2593 -4.4300
C 2.0620 1.7336 3.8137
C -0.5877 3.5509 -4.6679
C -4.4619 -4.6071 1.1645
H -1.8798 0.4335 -5.0815
H 0.4525 1.7894 2.3605
H 0.7972 -1.8471 3.5684
H -7.1367 -3.1080 2.5661
H -5.9762 -5.2923 2.4841
H 0.7517 -2.9403 -1.4753
H 0.6646 5.1398 -7.3564
H 0.7921 -1.2419 -0.9919
H 2.1935 1.6639 4.8998
H -3.9404 -0.6141 3.8150
H -0.0421 2.2042 3.9955
H -3.7541 0.2812 2.3094
H -0.6986 -3.6236 -3.4960
H 2.2648 -2.4821 -3.2022
H -2.4436 -2.1882 -1.0757
H -0.0844 3.0657 -8.4375
H 2.3662 -1.5765 -4.7166
H -3.0771 -3.7169 -0.1363
H -0.7332 3.6904 -3.6115
H 0.3301 5.4598 -4.9441
H -4.3280 1.1061 3.7534
H -2.0164 1.6026 4.2099
H -0.3219 1.5159 -2.6771
H -4.6161 -0.2514 -0.2085
H 2.6724 -0.6447 4.6661
H -1.6101 -2.3727 -4.3509
H -1.1251 1.2939 -7.0937
H -1.4507 -1.1267 3.0300
H -2.1802 -2.9821 -2.8049
H 3.2696 -1.2288 3.1152
H -0.5940 -2.2435 -0.5911
H 1.2708 -2.9584 -4.5888
H -6.2520 -1.2124 1.2848
H -2.5011 1.6106 -3.9601
H 1.0390 -0.9522 2.0710
H 2.4386 2.7196 3.5109
H -2.8474 0.7576 -1.7239
*
```

## Properties
Frontier orbital gap = 4.6043 eV
DFT total energy = -44813.4264 eV
LUMO energy = -0.1934 Ha
Energy above the lowest of the compared OMol25 structures with the same formula, charge and spin = 67.3 kcal/mol

Entry 4:
The following is a quantum chemistry calculation of a structure of composition C29H37N6NaO6S, from the Open Molecules 2025 dataset.

Structure (ORCA input):
```
! wB97M-V def2-TZVPD RIJCOSX def2/J DEFGRID3
* xyz -2 1
S 5.4198 -5.0785 -2.9233
Na -1.4757 0.2674 1.0121
O 0.4229 0.3673 2.0277
O 5.6304 -6.3934 -2.3283
O -1.8862 -1.9456 0.6130
O 6.6159 -4.2486 -2.9874
O -3.6199 0.4694 1.7786
O 4.6605 -5.1159 -4.1690
N -1.9639 2.6324 1.0293
N -2.1156 1.6384 -1.9441
N 1.5239 -2.2526 0.6468
N 0.7711 0.6525 -0.8688
N -0.6744 -2.6678 -1.1515
N -2.9779 -3.0207 -1.0690
C -3.6975 2.2249 5.5346
C 1.5095 1.0137 2.0932
C 2.4912 -4.2876 -0.2236
C -2.8495 2.8335 -1.5822
C -4.5029 1.1184 5.2202
C -2.8616 2.2058 3.2423
C 2.5275 -2.8978 -0.0905
C 3.5285 2.0092 1.0966
C -1.8290 -2.5046 -0.4784
C 3.2522 2.0802 3.4625
C -2.0313 2.8983 2.2714
C -1.1329 3.4559 0.1818
C 2.2933 1.3620 0.9379
C 4.0226 2.3807 2.3263
C -0.5134 -3.3993 -2.3845
C -1.9455 3.9328 -1.0284
C 1.8956 1.0661 -0.4298
C 0.7194 0.4972 -2.3173
C -1.3769 1.7322 -3.1908
C -2.8986 2.7393 4.5358
C 0.1396 1.7262 -3.0331
C 4.3874 -2.8508 -1.6277
C 4.3351 -4.2295 -1.7739
C -3.6522 1.0423 2.9051
C -2.8823 0.4197 -1.8200
C 3.3899 -4.9439 -1.0506
C 2.0531 1.4255 3.3565
C 3.4976 -2.1862 -0.7932
C -4.4890 0.5564 3.9703
H -2.9939 -3.0737 -2.0750
H 0.5768 1.7836 -4.0367
H 0.1182 -0.3873 -2.5530
H -1.6564 0.8897 -3.8382
H 1.7271 0.3112 -2.7147
H -5.1037 -0.3070 3.7411
H -1.6759 2.6413 -3.7326
H -3.6770 0.3222 -2.5860
H -0.9585 -4.3967 -2.3281
H -5.1463 0.6921 5.9849
H -3.8072 -2.6201 -0.6579
H -2.5836 4.7750 -0.7390
H 0.5510 -3.5189 -2.5761
H -3.7020 2.6571 6.5272
H 1.6280 -1.2695 0.8632
H 0.4634 2.6223 -2.4959
H -0.9508 -2.8693 -3.2397
H -3.5575 2.5589 -0.8014
H -3.4263 3.2277 -2.4414
H -0.7121 4.3219 0.7170
H -1.2650 4.3021 -1.8040
H 3.6160 2.3635 4.4455
H 1.4646 1.1857 4.2344
H 1.1889 -2.7581 1.4533
H 2.7072 1.2533 -1.1559
H 4.1061 2.2251 0.2013
H 0.1474 -2.3635 -0.6184
H -0.3018 2.8373 -0.1661
H 4.9786 2.8798 2.4154
H -2.2665 3.5993 4.7443
H 3.5536 -1.1098 -0.6744
H -2.2098 -0.4319 -1.9289
H -1.4471 3.7372 2.6885
H 1.7403 -4.8512 0.3223
H 5.1462 -2.3018 -2.1707
H 3.3678 -6.0219 -1.1465
H -3.3506 0.3697 -0.8340
*
```

## Properties
Frontier orbital gap = 5.9467 eV
DFT total energy = -67156.0671 eV
LUMO energy = 0.1252 Ha
Energy above the lowest of the compared OMol25 structures with the same formula, charge and spin = 6.0 kcal/mol

Entry 5:
The following is a quantum chemistry calculation of a structure of composition C29H37N7O4Sc, from the Open Molecules 2025 dataset.

Structure (ORCA input):
```
! wB97M-V def2-TZVPD RIJCOSX def2/J DEFGRID3
* xyz -1 1
Sc 0.3064 -0.3271 -0.2270
O -1.0702 -1.2450 0.9762
O 1.5478 -1.7548 0.6086
O 1.4412 -0.2815 -1.9305
O -0.2609 1.4965 -0.8325
N -3.1198 0.6957 3.4561
N 1.5752 2.2820 0.3418
N -1.9524 -2.1873 -0.9455
N -1.0046 -1.4108 -1.6147
N 1.7468 0.9651 0.7711
N -3.5879 1.8700 1.4907
N -1.3666 1.3980 2.0044
C -3.1144 2.5978 0.3237
C -1.9648 -2.4242 -3.6090
C -2.2495 -0.2315 4.1436
C 1.8604 0.8254 -3.9756
C 2.5138 -1.7255 1.4371
C -3.9938 -3.3553 0.6886
C 3.2021 -0.5907 1.8229
C 0.8092 6.1616 -1.0307
C -0.0551 -0.7631 -3.6822
C -2.5976 1.3152 2.3052
C 0.9668 4.9166 -0.4441
C 2.9480 -3.0673 1.9927
C -1.8710 -2.0376 0.3459
C 1.0377 -0.1204 -3.1303
C -3.0450 -4.2798 3.1292
C -4.7595 -4.2265 1.4471
C 3.8611 1.8381 1.5984
C 0.0523 6.3013 -2.1882
C -0.4107 3.9444 -2.1556
C -3.9636 1.4786 4.3299
C -0.9834 -1.5211 -2.9122
C -4.7430 1.0365 1.1841
C 2.8774 0.7206 1.3728
C 0.5480 2.4254 -0.4449
C -0.5606 5.1892 -2.7473
C -2.7481 -2.9371 1.1479
C 0.3654 3.7934 -1.0081
C -2.2822 -3.4017 2.3754
C -4.2873 -4.6929 2.6671
H -4.6530 0.8204 4.8670
H -4.5433 2.1922 3.7492
H -2.6711 -4.6499 4.0765
H 3.6236 -2.9560 2.8394
H -1.8755 -3.4293 -3.1973
H -5.7293 -4.5500 1.0880
H -0.7392 1.0512 2.7209
H -4.8820 -5.3846 3.2519
H 1.5583 4.7916 0.4524
H 3.4460 -3.6423 1.2093
H -2.9841 -2.0899 -3.4114
H -2.8570 -0.9854 4.6507
H -1.1533 5.2934 -3.6483
H -0.0554 7.2742 -2.6532
H 1.8455 1.8017 -3.4856
H -3.9504 3.1686 -0.0868
H -0.8782 3.0582 -2.5671
H -5.5905 1.6761 0.9262
H -4.3416 -2.9852 -0.2665
H 1.4766 0.9266 -4.9898
H 2.0621 -3.6232 2.3022
H 4.0662 -0.7018 2.4629
H -1.6244 -0.7327 3.4070
H -1.6104 0.2604 4.8935
H -1.3095 -3.0693 2.7151
H -2.7057 1.9313 -0.4393
H 2.8971 0.4848 -4.0028
H 4.1337 2.2691 0.6351
H 1.2784 7.0328 -0.5891
H -0.2294 -0.6799 -4.7462
H -3.3725 2.0311 5.0760
H 3.3887 2.6326 2.1767
H -5.0084 0.4258 2.0413
H 4.7534 1.4826 2.1110
H -4.5359 0.3707 0.3353
H -1.7829 -2.4460 -4.6820
H -2.3184 3.2771 0.6176
*
```

## Properties
Frontier orbital gap = 6.8880 eV
DFT total energy = -70001.7164 eV
LUMO energy = 0.1010 Ha
Energy above the lowest of the compared OMol25 structures with the same formula, charge and spin = 18.2 kcal/mol

Entry 6:
The following is a quantum chemistry calculation of a structure of composition C29H38As2BN2O14V, from the Open Molecules 2025 dataset.

Structure (ORCA input):
```
! wB97M-V def2-TZVPD RIJCOSX def2/J DEFGRID3
* xyz 0 3
As -0.4201 2.0726 -1.1711
As -3.0388 0.3149 -3.0232
V 1.5569 -0.0234 1.2903
O -2.6324 1.4856 1.8910
O 5.1260 -1.4712 2.2962
O 0.4096 -1.0064 2.9464
O 2.8329 0.7792 -0.0849
O -1.3861 -0.0910 -5.6397
O 3.1379 -0.3849 2.3661
O -4.7812 0.4043 0.6616
O 1.6092 -0.0314 -4.0308
O -5.3855 0.4117 -1.4897
O -1.0582 -2.2626 -0.7754
O -2.1777 3.4132 0.8304
O 1.9304 1.8986 -2.9386
O 0.0339 -0.5733 0.2480
O -0.3711 -1.8377 -4.8051
N 2.0706 -1.9050 0.7080
N 1.0520 1.7098 2.0170
C -0.9215 -0.6225 -4.6729
C -3.1049 0.7477 -1.0962
C 0.0374 -2.5914 -3.6600
C -2.1720 1.4645 -0.4782
C -2.9470 2.2073 3.0995
C -0.7211 -2.5780 4.3272
C 2.5923 -4.5034 0.2688
C 1.1550 -2.6320 0.0794
C 2.9120 0.0748 -4.6305
C 0.9012 2.7124 2.5726
C -1.0433 3.5095 -2.3307
C -0.1059 -1.8045 -0.2126
C -1.0991 0.0772 -3.3096
C -0.6881 -0.3293 3.6278
C 3.2190 -2.3960 1.1565
C 3.5325 -3.7172 0.9317
C 0.3765 -2.4165 3.2790
C 1.3770 -3.9642 -0.1559
C 3.7793 1.5701 -0.0614
C -0.8917 -1.1547 4.8705
C -4.4799 0.5054 -0.4940
C -6.7374 0.1807 -1.0615
C 4.0829 2.3893 1.1433
C 3.9680 -1.3544 2.0068
C 4.5793 1.7213 -1.3048
C -2.3487 2.2216 0.8236
C -0.1825 0.8255 -2.7013
C -3.4693 -1.5881 -2.9824
C 1.2264 0.9604 -3.2196
B 0.7339 4.0921 3.3240
H -7.1289 1.0628 -0.5589
H -3.1759 -2.0147 -3.9414
H 2.8377 -0.4053 -5.6006
H 3.9280 2.1700 -2.0583
H -1.5626 -0.3337 2.9804
H 5.4612 2.3362 -1.1540
H -1.4045 4.3151 -1.6953
H -0.3010 4.5992 2.9135
H 1.7222 4.7546 3.0133
H -7.2998 -0.0203 -1.9678
H 0.5700 -1.9676 -2.9520
H 5.0588 2.8593 1.0639
H -4.5423 -1.6946 -2.8666
H 4.0177 1.7800 2.0440
H 0.7007 -3.3622 -4.0429
H -1.6488 -2.9094 3.8581
H 0.6108 -4.5624 -0.6327
H -2.9430 -2.0884 -2.1718
H -6.7831 -0.6645 -0.3804
H 3.6343 -0.4489 -4.0085
H -0.3802 0.6905 3.8136
H -1.8658 -0.9840 5.3280
H -0.4388 -3.2999 5.0919
H 0.7022 3.8496 4.5233
H -3.1438 3.2494 2.8857
H -0.8225 -3.0417 -3.1772
H 1.3591 -2.6834 3.6650
H -1.8329 3.1759 -2.9981
H 4.8624 0.7354 -1.6769
H -2.1029 2.1389 3.7826
H -3.8217 1.7223 3.5202
H 2.7905 -5.5577 0.1177
H -0.1883 3.8556 -2.9083
H 3.2035 1.1131 -4.7370
H -0.1093 -0.9304 5.5983
H 3.3122 3.1680 1.2278
H 4.4789 -4.1116 1.2771
H 0.1774 -3.0055 2.3886
*
```

## Properties
<S²> = 2.0101
Frontier orbital gap (spin up / spin down) = 7.5448 / 7.2906 eV
DFT total energy = -210377.6502 eV
LUMO energy (spin up / spin down) = -0.0273 / -0.0367 Ha
Energy above the lowest of the compared OMol25 structures with the same formula, charge and spin = 8.5 kcal/mol